1.
{"formula": "CuN6O18", "method": "ωB97M-V/def2-TZVPD", "elements": ["Cu", "N", "O", "O", "O", "N", "O", "O", "O", "N", "O", "O", "O", "N", "O", "O", "O", "N", "O", "O", "O", "N", "O", "O", "O"], "positions_angstrom": [[-0.003, -0.332, 0.058], [-1.240, 3.153, -0.359], [-2.023, 3.740, 0.392], [-0.585, 3.719, -1.239], [-1.007, 1.912, -0.121], [1.322, -3.532, -0.094], [0.617, -4.440, 0.373], [2.282, -3.801, -0.820], [1.025, -2.360, 0.155], [-2.639, -1.318, -1.828], [-2.290, -0.713, -2.861], [-1.869, -1.297, -0.885], [-3.777, -1.881, -1.836], [2.244, 0.221, -2.307], [1.196, -0.001, -1.699], [2.623, 1.365, -2.558], [2.907, -0.740, -2.733], [-1.382, -0.572, 3.199], [-1.147, -0.425, 1.969], [-1.423, -1.673, 3.734], [-1.604, 0.469, 3.814], [1.701, 2.126, 1.418], [1.157, 2.782, 2.309], [2.453, 2.695, 0.608], [1.460, 0.903, 1.308]], "charge": -4, "e_lumo_ha": [0.3614, 0.3106], "de_lowest_kj_mol": 0.00, "multiplicity": 2}

***

2.
{"formula": "C80H178F15N5O19P2S4", "method": "ωB97M-V/def2-TZVPD", "elements": ["C", "C", "N", "C", "C", "C", "C", "C", "O", "C", "H", "H", "H", "H", "H", "H", "H", "H", "H", "H", "H", "H", "H", "H", "H", "H", "H", "H", "H", "H", "C", "C", "N", "C", "C", "C", "C", "C", "O", "C", "H", "H", "H", "H", "H", "H", "H", "H", "H", "H", "H", "H", "H", "H", "H", "H", "H", "H", "H", "H", "C", "C", "N", "C", "C", "C", "C", "C", "O", "C", "H", "H", "H", "H", "H", "H", "H", "H", "H", "H", "H", "H", "H", "H", "H", "H", "H", "H", "H", "H", "C", "C", "N", "C", "C", "C", "C", "C", "O", "C", "H", "H", "H", "H", "H", "H", "H", "H", "H", "H", "H", "H", "H", "H", "H", "H", "H", "H", "H", "H", "C", "C", "N", "C", "C", "C", "C", "C", "O", "C", "H", "H", "H", "H", "H", "H", "H", "H", "H", "H", "H", "H", "H", "H", "H", "H", "H", "H", "H", "H", "C", "C", "C", "C", "P", "C", "C", "C", "C", "C", "C", "C", "C", "C", "C", "C", "C", "H", "H", "H", "H", "H", "H", "H", "H", "H", "H", "H", "H", "H", "H", "H", "H", "H", "H", "H", "H", "H", "H", "H", "H", "H", "H", "H", "H", "H", "H", "H", "H", "H", "H", "H", "H", "C", "C", "C", "C", "P", "C", "C", "C", "C", "C", "C", "C", "C", "C", "C", "C", "C", "H", "H", "H", "H", "H", "H", "H", "H", "H", "H", "H", "H", "H", "H", "H", "H", "H", "H", "H", "H", "H", "H", "H", "H", "H", "H", "H", "H", "H", "H", "H", "H", "H", "H", "H", "H", "C", "F", "F", "F", "S", "O", "O", "O", "C", "F", "F", "F", "S", "O", "O", "O", "C", "F", "F", "F", "S", "O", "O", "O", "C", "F", "F", "F", "S", "O", "O", "O", "C", "O", "O", "C", "F", "F", "F", "C", "C", "H", "H", "H", "H", "H", "H"], "positions_angstrom": [[6.135, -10.571, 30.220], [7.057, -10.530, 28.903], [7.922, -11.792, 28.519], [7.040, -13.009, 28.387], [8.641, -11.606, 27.176], [9.533, -10.366, 27.107], [8.914, -12.153, 29.766], [10.037, -13.161, 29.537], [10.965, -12.670, 28.631], [11.985, -13.683, 28.482], [5.347, -11.323, 30.219], [5.548, -9.662, 30.350], [6.689, -10.817, 31.126], [7.804, -9.747, 29.040], [6.430, -10.335, 28.033], [6.148, -12.730, 27.826], [6.588, -13.180, 29.364], [7.501, -13.885, 27.930], [7.863, -11.546, 26.415], [9.315, -12.455, 27.063], [8.975, -9.437, 26.985], [10.315, -10.481, 26.356], [10.080, -10.213, 28.037], [8.296, -12.617, 30.534], [9.382, -11.250, 30.157], [9.672, -14.152, 29.268], [10.559, -13.301, 30.484], [12.615, -13.290, 27.684], [11.651, -14.716, 28.387], [12.679, -13.653, 29.322], [-0.363, -18.565, 34.813], [0.509, -17.785, 33.766], [0.243, -16.254, 33.695], [0.509, -15.681, 35.125], [1.224, -15.521, 32.651], [2.696, -15.468, 33.123], [-1.218, -15.888, 33.448], [-1.965, -16.684, 32.280], [-1.268, -16.724, 31.066], [-1.939, -17.581, 30.151], [-0.184, -18.477, 35.884], [-0.170, -19.625, 34.652], [-1.415, -18.520, 34.530], [0.462, -18.238, 32.776], [1.560, -17.735, 34.050], [0.379, -14.600, 35.065], [1.521, -15.968, 35.409], [-0.212, -16.142, 35.800], [0.708, -14.562, 32.650], [1.260, -16.009, 31.677], [2.834, -15.005, 34.099], [3.199, -14.936, 32.315], [3.217, -16.414, 33.278], [-1.334, -14.807, 33.378], [-1.829, -16.008, 34.343], [-2.901, -16.153, 32.108], [-2.406, -17.636, 32.575], [-2.983, -17.341, 29.948], [-1.977, -18.598, 30.540], [-1.331, -17.575, 29.246], [-7.121, -8.181, 26.645], [-7.858, -8.821, 27.823], [-6.950, -9.391, 28.978], [-6.239, -8.165, 29.588], [-7.843, -10.081, 30.093], [-7.030, -10.578, 31.275], [-5.826, -10.384, 28.407], [-6.369, -11.653, 27.703], [-7.201, -11.285, 26.608], [-7.605, -12.418, 25.843], [-6.171, -7.677, 26.822], [-7.701, -7.410, 26.139], [-6.797, -8.968, 25.964], [-8.485, -9.659, 27.517], [-8.526, -8.123, 28.328], [-7.040, -7.494, 29.897], [-5.741, -7.531, 28.856], [-5.527, -8.373, 30.387], [-8.416, -10.859, 29.589], [-8.574, -9.328, 30.386], [-7.624, -11.031, 32.069], [-6.496, -9.753, 31.745], [-6.342, -11.407, 31.112], [-5.138, -10.613, 29.222], [-5.218, -9.917, 27.632], [-6.848, -12.377, 28.363], [-5.470, -12.139, 27.323], [-8.118, -13.089, 26.531], [-6.815, -12.989, 25.355], [-8.315, -12.186, 25.049], [2.937, -16.765, 27.888], [4.481, -16.341, 27.703], [5.457, -17.452, 27.136], [6.886, -16.897, 27.028], [5.378, -18.712, 27.988], [5.665, -18.460, 29.548], [4.999, -17.888, 25.720], [5.285, -16.886, 24.558], [4.480, -17.279, 23.524], [4.752, -16.579, 22.272], [2.378, -15.843, 28.043], [2.752, -17.371, 28.775], [2.600, -17.175, 26.935], [4.859, -16.042, 28.680], [4.662, -15.523, 27.005], [6.995, -15.884, 26.642], [7.482, -17.575, 26.417], [7.220, -16.847, 28.064], [6.038, -19.484, 27.593], [4.379, -19.127, 27.853], [6.629, -18.010, 29.785], [5.703, -19.464, 29.971], [4.905, -17.879, 30.070], [3.954, -18.199, 25.727], [5.508, -18.813, 25.448], [6.333, -16.668, 24.349], [4.927, -15.883, 24.792], [4.127, -17.077, 21.530], [5.797, -16.642, 21.969], [4.512, -15.520, 22.372], [-2.642, -12.942, 30.570], [-1.506, -12.169, 29.834], [-1.314, -12.731, 28.338], [-0.797, -14.218, 28.491], [-2.699, -12.787, 27.650], [-2.720, -13.150, 26.140], [-0.391, -11.735, 27.534], [0.998, -11.474, 28.121], [1.737, -12.733, 28.171], [3.143, -12.580, 28.492], [-2.609, -12.661, 31.622], [-2.617, -14.031, 30.545], [-3.697, -12.700, 30.437], [-0.524, -12.314, 30.285], [-1.660, -11.097, 29.709], [-1.499, -14.929, 28.926], [-0.032, -14.160, 29.266], [-0.438, -14.458, 27.490], [-3.058, -11.760, 27.721], [-3.364, -13.479, 28.168], [-3.688, -12.959, 25.677], [-2.589, -14.230, 26.075], [-2.033, -12.618, 25.482], [-1.037, -10.859, 27.481], [-0.369, -12.031, 26.486], [0.914, -11.008, 29.103], [1.513, -10.716, 27.530], [3.601, -11.872, 27.801], [3.711, -13.510, 28.461], [3.177, -12.131, 29.484], [1.415, -7.460, 36.901], [0.125, -6.728, 36.680], [-0.463, -6.606, 35.330], [-1.151, -7.908, 34.911], [-1.560, -8.181, 33.172], [-0.104, -8.173, 32.045], [0.459, -6.837, 31.461], [1.488, -7.140, 30.458], [1.686, -5.907, 29.554], [-2.303, -9.821, 33.171], [-3.591, -10.098, 34.002], [-3.847, -11.601, 34.223], [-5.253, -11.894, 34.679], [-2.837, -6.936, 32.584], [-3.902, -6.497, 33.731], [-5.301, -6.092, 33.163], [-5.225, -4.862, 32.231], [1.733, -7.375, 37.940], [2.235, -7.108, 36.277], [1.410, -8.536, 36.727], [0.344, -5.747, 37.101], [-0.577, -7.170, 37.388], [0.337, -6.495, 34.598], [-1.108, -5.734, 35.228], [-2.023, -8.207, 35.492], [-0.404, -8.698, 34.998], [-0.471, -8.752, 31.198], [0.673, -8.749, 32.549], [0.875, -6.186, 32.231], [-0.367, -6.377, 30.919], [1.301, -8.028, 29.854], [2.389, -7.509, 30.948], [2.196, -6.231, 28.647], [2.449, -5.249, 29.972], [0.762, -5.360, 29.369], [-1.489, -10.482, 33.470], [-2.459, -10.015, 32.110], [-4.432, -9.778, 33.386], [-3.574, -9.689, 35.012], [-3.075, -12.115, 34.796], [-3.692, -12.075, 33.254], [-5.424, -12.969, 34.619], [-5.940, -11.529, 33.916], [-5.574, -11.504, 35.645], [-3.361, -7.384, 31.740], [-2.254, -6.125, 32.146], [-3.557, -5.735, 34.429], [-4.109, -7.306, 34.432], [-6.025, -5.890, 33.952], [-5.877, -6.780, 32.544], [-4.644, -4.005, 32.571], [-6.204, -4.445, 31.994], [-4.829, -5.172, 31.264], [4.543, -11.307, 19.538], [3.132, -11.449, 19.126], [2.051, -11.455, 20.247], [2.333, -12.707, 21.131], [1.086, -13.008, 22.494], [1.447, -11.878, 23.821], [0.836, -10.413, 23.800], [1.459, -9.524, 24.866], [1.071, -8.036, 24.524], [1.403, -14.750, 23.100], [0.610, -15.207, 24.380], [0.549, -16.718, 24.599], [0.033, -17.170, 25.987], [-0.633, -12.734, 21.791], [-0.992, -13.836, 20.777], [-2.167, -13.446, 19.904], [-1.917, -12.358, 18.790], [4.795, -10.403, 20.092], [5.115, -11.346, 18.611], [4.771, -12.178, 20.152], [2.945, -12.391, 18.611], [2.924, -10.626, 18.443], [1.066, -11.516, 19.785], [2.072, -10.581, 20.898], [3.341, -12.689, 21.546], [2.092, -13.607, 20.565], [2.526, -11.815, 23.685], [1.293, -12.368, 24.783], [-0.249, -10.517, 23.794], [1.059, -9.844, 22.897], [2.548, -9.588, 24.872], [0.971, -9.879, 25.773], [1.461, -7.763, 23.544], [1.533, -7.509, 25.359], [-0.008, -7.893, 24.582], [2.458, -14.646, 23.352], [1.414, -15.443, 22.258], [-0.424, -14.876, 24.279], [1.078, -14.728, 25.240], [1.495, -17.253, 24.511], [-0.013, -17.144, 23.768], [0.518, -16.595, 26.776], [0.277, -18.219, 26.154], [-1.049, -17.124, 26.108], [-0.613, -11.765, 21.292], [-1.385, -12.571, 22.563], [-1.165, -14.765, 21.319], [-0.159, -14.094, 20.123], [-2.882, -13.149, 20.670], [-2.558, -14.371, 19.480], [-1.228, -12.746, 18.040], [-1.475, -11.424, 19.136], [-2.870, -12.038, 18.367], [-6.477, -15.120, 30.758], [-5.424, -14.471, 31.184], [-6.761, -14.824, 29.508], [-6.283, -16.413, 30.781], [-8.002, -14.739, 31.825], [-8.921, -15.843, 31.633], [-7.427, -14.602, 33.214], [-8.522, -13.491, 31.285], [6.030, -11.170, 23.406], [6.839, -11.722, 22.486], [6.696, -10.192, 24.037], [4.952, -10.698, 22.735], [5.564, -12.592, 24.685], [6.856, -13.228, 24.938], [5.060, -11.893, 25.880], [4.521, -13.390, 23.981], [-5.743, -14.186, 22.582], [-7.061, -13.947, 22.603], [-5.354, -14.708, 21.415], [-5.081, -13.099, 22.868], [-5.291, -15.589, 23.844], [-3.903, -15.973, 23.543], [-5.414, -15.020, 25.222], [-6.213, -16.698, 23.586], [2.894, -11.570, 32.701], [2.812, -12.578, 31.859], [4.089, -11.658, 33.299], [2.872, -10.433, 32.060], [1.434, -11.646, 33.931], [0.326, -12.215, 33.170], [1.889, -12.482, 35.037], [1.225, -10.260, 34.345], [-2.731, -8.162, 27.979], [-2.920, -9.167, 26.935], [-2.832, -8.864, 29.241], [-1.550, -7.184, 27.737], [-0.406, -7.923, 27.657], [-1.575, -6.438, 26.592], [-1.332, -6.355, 28.755], [-3.158, -8.810, 25.591], [-3.571, -10.075, 24.866], [-3.957, -9.813, 23.880], [-2.715, -10.737, 24.737], [-4.357, -10.650, 25.356], [-2.294, -8.321, 25.141], [-3.968, -8.082, 25.537], [-3.638, -7.585, 27.796]], "charge": 2, "e_lumo_ha": -0.1607}

***

3.
{"formula": "C2H3FS3", "method": "ωB97M-V/def2-TZVPD", "elements": ["C", "C", "F", "S", "S", "S", "H", "H", "H"], "positions_angstrom": [[-0.832, 0.516, -0.676], [-1.290, -0.580, -0.032], [-0.870, -0.822, 1.262], [0.327, 1.674, 0.124], [2.196, 0.546, 0.420], [2.360, -1.003, -0.652], [-1.305, 0.889, -1.587], [-2.060, -1.373, -0.292], [1.475, 0.152, 1.433]], "charge": 0, "e_lumo_ha": -0.0234, "de_lowest_kj_mol": 123.14}

***

4.
{"formula": "C2H3I3S", "method": "ωB97M-V/def2-TZVPD", "elements": ["C", "C", "S", "I", "I", "I", "H", "H", "H"], "positions_angstrom": [[1.949, -0.278, 0.831], [-1.799, 0.267, -0.352], [0.740, -0.182, -0.267], [-2.688, 2.059, -0.766], [-2.540, -0.842, 1.424], [-1.738, -0.870, -2.202], [2.949, 0.132, 0.817], [1.812, -1.175, 1.550], [1.315, 0.889, -1.036]], "charge": 0, "e_lumo_ha": [-0.0254, -0.0542], "de_lowest_kj_mol": 336.04}